(1)
The following is a DFT calculation (wB97M-V/def2-TZVPD) of 2 unconnected molecules or ions with the total composition C9H14 at a distorted geometry.

Results
**2S+1**: 1
**SMILES string**: Cc1ccccc1.CC
**Frontier orbital gap**: 0.360 Ha
**E_LUMO**: 0.036 hartree
**Energy**: -351.2342 Ha
**Energy above the lowest of the compared OMol25 structures with the same formula, charge and spin**: 252.1 kJ/mol
**M**: 122.21 g mol⁻¹

Structure (XYZ):
```
23
Properties=species:S:1:pos:R:3:nbo_charge:R:1
C -2.50 0.47 -0.07 -0.649
C -1.21 0.38 -0.74 0.000
C -1.26 -0.10 -2.09 -0.221
C 0.06 -0.14 -2.70 -0.185
C 1.20 0.20 -2.11 -0.252
C 1.15 0.83 -0.80 -0.190
C -0.01 0.90 -0.09 -0.233
H -2.23 0.89 0.90 0.208
H -2.95 -0.46 0.23 0.227
H -3.20 1.26 -0.55 0.224
H -2.18 -0.43 -2.51 0.219
H -0.04 -0.64 -3.75 0.207
H 2.08 -0.06 -2.64 0.220
H 1.85 1.51 -0.45 0.209
H 0.02 1.40 0.87 0.217
C 1.68 -0.45 3.55 -0.644
C 0.76 -1.58 3.09 -0.619
H 1.47 -0.34 4.68 0.214
H 2.83 -0.59 3.61 0.212
H 1.55 0.33 2.78 0.218
H 0.98 -1.79 1.92 0.205
H -0.34 -1.34 3.14 0.212
H 0.92 -2.74 3.57 0.202
```

***

(2)
The following is a DFT calculation (wB97M-V/def2-TZVPD) of 2 unconnected molecules or ions with the total composition C9H14 at a distorted geometry.

Results
**2S+1**: 1
**SMILES string**: Cc1ccccc1.CC
**Frontier orbital gap**: 0.368 Ha
**E_LUMO**: 0.035 hartree
**Energy**: -351.2597 Ha
**Energy above the lowest of the compared OMol25 structures with the same formula, charge and spin**: 185.0 kJ/mol
**M**: 122.21 g mol⁻¹

Structure (XYZ):
```
23
Properties=species:S:1:pos:R:3:nbo_charge:R:1
C 2.53 0.08 1.05 -0.622
C 1.51 0.82 0.20 -0.032
C 0.80 0.03 -0.69 -0.202
C -0.28 0.51 -1.47 -0.216
C -0.73 1.75 -1.19 -0.227
C -0.27 2.45 -0.08 -0.201
C 0.93 2.00 0.54 -0.208
H 2.27 -0.99 0.95 0.219
H 2.59 0.47 2.04 0.220
H 3.59 0.14 0.67 0.214
H 1.25 -0.93 -0.87 0.200
H -0.65 -0.10 -2.37 0.222
H -1.64 2.20 -1.62 0.208
H -0.92 3.26 0.14 0.215
H 1.39 2.73 1.20 0.208
C -2.07 -2.55 -0.07 -0.642
C -1.79 -3.33 1.17 -0.629
H -1.33 -2.55 -0.92 0.208
H -2.99 -2.97 -0.58 0.207
H -2.10 -1.39 0.02 0.218
H -2.02 -2.65 2.06 0.213
H -0.60 -3.68 1.15 0.209
H -2.56 -4.13 1.31 0.216
```

***

(3)
The following is a DFT calculation (wB97M-V/def2-TZVPD) of 2 unconnected molecules or ions with the total composition C9H14 at a distorted geometry.

Results
**2S+1**: 1
**SMILES string**: Cc1ccccc1.CC
**Frontier orbital gap**: 0.366 Ha
**E_LUMO**: 0.038 hartree
**Energy**: -351.2955 Ha
**Energy above the lowest of the compared OMol25 structures with the same formula, charge and spin**: 91.0 kJ/mol
**M**: 122.21 g mol⁻¹

Structure (XYZ):
```
23
Properties=species:S:1:pos:R:3:nbo_charge:R:1
C 2.75 1.56 1.72 -0.637
C 1.90 0.71 0.79 0.006
C 1.09 -0.28 1.28 -0.227
C 0.45 -1.28 0.53 -0.209
C 0.55 -1.13 -0.83 -0.226
C 1.28 -0.03 -1.37 -0.208
C 2.00 0.85 -0.62 -0.226
H 2.43 1.59 2.77 0.221
H 2.86 2.54 1.28 0.221
H 3.65 0.91 1.77 0.228
H 0.97 -0.36 2.35 0.201
H 0.06 -2.16 1.00 0.220
H 0.16 -1.79 -1.59 0.214
H 1.00 0.25 -2.39 0.209
H 2.58 1.65 -1.06 0.213
C -2.99 -0.76 -1.33 -0.603
C -3.02 -0.01 0.02 -0.616
H -2.39 -0.15 -2.03 0.197
H -2.35 -1.65 -1.30 0.196
H -3.96 -1.02 -1.74 0.202
H -1.99 0.06 0.36 0.217
H -3.76 -0.50 0.65 0.206
H -3.27 1.01 -0.25 0.201
```

***

(4)
The following is a DFT calculation (wB97M-V/def2-TZVPD) of 2 unconnected molecules or ions with the total composition C9H14 at a distorted geometry.

Results
**2S+1**: 1
**SMILES string**: Cc1ccccc1.CC
**Frontier orbital gap**: 0.369 Ha
**E_LUMO**: 0.035 hartree
**Energy**: -351.2351 Ha
**Energy above the lowest of the compared OMol25 structures with the same formula, charge and spin**: 249.7 kJ/mol
**M**: 122.21 g mol⁻¹

Structure (XYZ):
```
23
Properties=species:S:1:pos:R:3:nbo_charge:R:1
C 0.21 -2.18 1.43 -0.628
C -0.74 -0.99 1.20 -0.016
C -1.99 -1.28 0.70 -0.220
C -2.92 -0.32 0.32 -0.197
C -2.47 1.02 0.39 -0.205
C -1.26 1.30 0.91 -0.231
C -0.43 0.33 1.34 -0.218
H 0.44 -2.22 2.65 0.221
H 1.12 -2.03 0.84 0.220
H -0.25 -3.20 1.07 0.222
H -2.13 -2.18 0.29 0.196
H -3.81 -0.53 -0.26 0.215
H -3.12 1.92 0.03 0.211
H -1.09 2.39 1.01 0.218
H 0.46 0.56 2.07 0.211
C 2.68 1.02 -1.15 -0.614
C 1.81 0.86 -2.35 -0.588
H 2.86 -0.08 -0.86 0.205
H 3.53 1.62 -1.31 0.208
H 2.05 1.35 -0.23 0.197
H 1.24 -0.01 -2.38 0.203
H 2.74 0.93 -3.18 0.191
H 1.05 1.72 -2.53 0.200
```

***

(5)
The following is a DFT calculation (wB97M-V/def2-TZVPD) of 2 unconnected molecules or ions with the total composition C9H14 at a distorted geometry.

Results
**2S+1**: 1
**SMILES string**: Cc1ccccc1.CC
**Frontier orbital gap**: 0.364 Ha
**E_LUMO**: 0.035 hartree
**Energy**: -351.3064 Ha
**Energy above the lowest of the compared OMol25 structures with the same formula, charge and spin**: 62.4 kJ/mol
**M**: 122.21 g mol⁻¹

Structure (XYZ):
```
23
Properties=species:S:1:pos:R:3:nbo_charge:R:1
C 2.24 -1.18 -0.54 -0.647
C 1.91 -0.05 0.38 0.012
C 2.06 -0.31 1.77 -0.228
C 1.51 0.54 2.70 -0.199
C 0.72 1.62 2.34 -0.235
C 0.72 1.94 0.99 -0.195
C 1.35 1.17 0.01 -0.232
H 1.79 -2.09 -0.15 0.224
H 3.31 -1.22 -0.76 0.225
H 1.86 -1.08 -1.56 0.216
H 2.60 -1.21 2.01 0.209
H 1.74 0.28 3.73 0.208
H 0.20 2.14 3.14 0.220
H 0.15 2.82 0.69 0.209
H 1.29 1.45 -1.03 0.213
C -2.76 -0.78 -2.46 -0.614
C -3.09 -0.40 -1.00 -0.618
H -3.10 -0.02 -3.16 0.205
H -1.71 -0.99 -2.62 0.205
H -3.34 -1.68 -2.69 0.203
H -2.23 -0.43 -0.33 0.208
H -3.49 0.61 -0.92 0.206
H -3.75 -1.14 -0.55 0.204
```

***

(6)
The following is a DFT calculation (wB97M-V/def2-TZVPD) of 2 unconnected molecules or ions with the total composition C9H14 at a distorted geometry.

Results
**2S+1**: 1
**SMILES string**: Cc1ccccc1.CC
**Frontier orbital gap**: 0.369 Ha
**E_LUMO**: 0.036 hartree
**Energy**: -351.3096 Ha
**Energy above the lowest of the compared OMol25 structures with the same formula, charge and spin**: 54.1 kJ/mol
**M**: 122.21 g mol⁻¹

Structure (XYZ):
```
23
Properties=species:S:1:pos:R:3:nbo_charge:R:1
C 0.70 0.33 -2.40 -0.635
C 1.29 0.74 -1.09 -0.031
C 1.75 -0.20 -0.16 -0.197
C 2.02 0.15 1.15 -0.215
C 1.98 1.49 1.53 -0.216
C 1.67 2.47 0.61 -0.208
C 1.27 2.05 -0.66 -0.206
H 0.47 -0.73 -2.43 0.220
H 1.18 0.67 -3.30 0.223
H -0.33 0.69 -2.44 0.221
H 1.75 -1.26 -0.38 0.205
H 2.38 -0.60 1.85 0.213
H 2.19 1.74 2.57 0.209
H 1.74 3.52 0.84 0.215
H 1.03 2.84 -1.36 0.203
C -2.07 -1.56 1.18 -0.620
C -3.15 -1.95 0.17 -0.621
H -1.67 -0.55 1.02 0.212
H -2.51 -1.44 2.18 0.203
H -1.28 -2.29 1.29 0.207
H -2.97 -2.93 -0.26 0.209
H -3.31 -1.13 -0.53 0.208
H -4.14 -2.04 0.63 0.203
```

***

(7)
The following is a DFT calculation (wB97M-V/def2-TZVPD) of a single C9H14 molecule at a distorted geometry.

Results
**2S+1**: 1
**SMILES string**: C[C@H]1[C@H]2C[C@H]3C[C@H](C3)[C@@H]21
**Frontier orbital gap**: 0.353 Ha
**E_LUMO**: 0.041 hartree
**Energy**: -351.1729 Ha
**Energy above the lowest of the compared OMol25 structures with the same formula, charge and spin**: 413.1 kJ/mol
**M**: 122.21 g mol⁻¹

Structure (XYZ):
```
23
Properties=species:S:1:pos:R:3:nbo_charge:R:1
C 3.00 -0.09 -0.40 -0.617
C 1.85 -0.30 0.57 -0.158
C 0.59 0.62 0.55 -0.252
C -0.40 1.58 -0.22 -0.397
C -1.74 0.73 -0.25 -0.184
C -1.66 -0.66 -1.03 -0.409
C -1.00 -1.26 0.21 -0.186
C -1.78 -0.20 1.06 -0.416
C 0.51 -0.79 0.05 -0.266
H 3.13 -0.99 -0.99 0.209
H 3.97 0.01 0.20 0.211
H 2.97 0.75 -1.03 0.215
H 2.23 -0.50 1.56 0.215
H 0.38 0.80 1.63 0.201
H -0.55 2.49 0.37 0.208
H -0.12 1.86 -1.25 0.206
H -2.67 1.33 -0.49 0.206
H -2.64 -1.12 -1.09 0.208
H -1.19 -0.69 -1.97 0.201
H -1.24 -2.33 0.47 0.204
H -2.82 -0.46 1.07 0.201
H -1.45 0.15 2.05 0.208
H 0.63 -0.93 -1.06 0.192
```

***

(8)
The following is a DFT calculation (wB97M-V/def2-TZVPD) of 2 unconnected molecules or ions with the total composition C9H14 at a distorted geometry.

Results
**2S+1**: 1
**SMILES string**: Cc1ccccc1.CC
**Frontier orbital gap**: 0.371 Ha
**E_LUMO**: 0.037 hartree
**Energy**: -351.3081 Ha
**Energy above the lowest of the compared OMol25 structures with the same formula, charge and spin**: 58.0 kJ/mol
**M**: 122.21 g mol⁻¹

Structure (XYZ):
```
23
Properties=species:S:1:pos:R:3:nbo_charge:R:1
C 1.97 2.22 -0.10 -0.635
C 0.81 1.50 -0.70 -0.017
C 0.94 0.26 -1.31 -0.225
C -0.10 -0.37 -1.98 -0.198
C -1.30 0.34 -2.11 -0.229
C -1.44 1.57 -1.47 -0.200
C -0.43 2.11 -0.68 -0.213
H 1.82 2.55 0.93 0.222
H 2.31 3.04 -0.75 0.222
H 2.90 1.64 -0.07 0.215
H 1.86 -0.31 -1.30 0.211
H -0.08 -1.28 -2.56 0.217
H -2.17 0.06 -2.69 0.211
H -2.38 2.11 -1.61 0.207
H -0.64 3.06 -0.21 0.212
C -0.52 -1.89 2.68 -0.617
C -0.43 -2.78 1.47 -0.624
H 0.12 -2.18 3.51 0.204
H -0.27 -0.84 2.52 0.206
H -1.54 -1.81 3.09 0.205
H -0.58 -2.20 0.55 0.214
H 0.46 -3.39 1.40 0.208
H -1.31 -3.41 1.38 0.205
```

***

(9)
The following is a DFT calculation (wB97M-V/def2-TZVPD) of 2 unconnected molecules or ions with the total composition C9H14 at a distorted geometry.

Results
**2S+1**: 1
**SMILES string**: Cc1ccccc1.CC
**Frontier orbital gap**: 0.372 Ha
**E_LUMO**: 0.038 hartree
**Energy**: -351.2981 Ha
**Energy above the lowest of the compared OMol25 structures with the same formula, charge and spin**: 84.3 kJ/mol
**M**: 122.21 g mol⁻¹

Structure (XYZ):
```
23
Properties=species:S:1:pos:R:3:nbo_charge:R:1
C -0.83 -1.79 2.38 -0.622
C -0.05 -1.39 1.20 -0.060
C -0.68 -1.25 -0.05 -0.203
C 0.09 -1.21 -1.24 -0.209
C 1.49 -1.22 -1.07 -0.225
C 2.11 -1.25 0.13 -0.205
C 1.28 -1.22 1.33 -0.194
H -1.51 -2.61 2.12 0.219
H -1.43 -1.06 2.85 0.220
H -0.13 -2.17 3.16 0.213
H -1.82 -1.33 -0.14 0.214
H -0.39 -1.09 -2.20 0.220
H 2.16 -1.21 -1.92 0.209
H 3.17 -1.24 0.22 0.213
H 1.70 -1.11 2.38 0.211
C -0.04 3.10 -0.97 -0.609
C -1.21 2.20 -1.33 -0.618
H 0.19 3.15 0.11 0.206
H 0.89 2.78 -1.51 0.204
H -0.23 4.11 -1.18 0.201
H -1.49 2.15 -2.40 0.201
H -2.15 2.48 -0.88 0.200
H -1.10 1.19 -0.97 0.214
```

***

(10)
The following is a DFT calculation (wB97M-V/def2-TZVPD) of 2 unconnected molecules or ions with the total composition C9H14 at a distorted geometry.

Results
**2S+1**: 2
**⟨S²⟩**: 0.768
**Frontier orbital gap (spin up / spin down)**: 0.376 / 0.237 Ha
**E_LUMO (spin up / spin down)**: -0.164 / -0.304 hartree
**Energy**: -350.9995 Ha
**Energy above the lowest of the compared OMol25 structures with the same formula, charge and spin**: 24.9 kJ/mol
**M**: 122.21 g mol⁻¹
**Total charge**: +1

Structure (XYZ):
```
23
Properties=species:S:1:pos:R:3:mulliken_spin:R:1
C 2.45 -0.62 -0.96 0.024
C -1.20 -0.26 -1.80 0.186
C 0.07 -0.78 -1.76 -0.013
C -1.60 0.88 -1.00 0.226
C 1.05 -0.16 -1.00 0.228
C -0.65 1.52 -0.27 -0.007
C 0.65 1.01 -0.23 0.271
H -1.97 -0.70 -2.41 0.008
H 0.33 -1.65 -2.37 0.003
H -2.61 1.24 -1.16 0.002
H -0.91 2.31 0.43 0.007
H 2.90 -0.77 -1.94 0.026
H 2.51 -1.63 -0.54 0.036
H 1.43 1.63 0.20 0.001
H 3.11 0.01 -0.38 -0.004
C 0.10 -0.97 2.76 0.008
C -1.16 -0.11 2.78 -0.010
H -0.08 -1.90 2.24 -0.002
H 1.00 -0.49 2.34 -0.002
H 0.40 -1.25 3.76 0.002
H -1.02 0.84 3.29 0.001
H -1.94 -0.69 3.29 0.000
H -1.55 0.17 1.80 0.010
```

***

(11)
The following is a DFT calculation (wB97M-V/def2-TZVPD) of 2 unconnected molecules or ions with the total composition C9H14 at a distorted geometry.

Results
**2S+1**: 2
**⟨S²⟩**: 0.768
**Frontier orbital gap (spin up / spin down)**: 0.343 / 0.200 Ha
**E_LUMO (spin up / spin down)**: -0.165 / -0.307 hartree
**Energy**: -350.9698 Ha
**Energy above the lowest of the compared OMol25 structures with the same formula, charge and spin**: 102.8 kJ/mol
**M**: 122.21 g mol⁻¹
**Total charge**: +1

Structure (XYZ):
```
23
Properties=species:S:1:pos:R:3:mulliken_spin:R:1
C 0.40 1.60 0.29 0.019
C -3.02 -0.72 -0.97 0.308
C -3.20 0.40 -0.15 0.032
C -1.71 -1.15 -1.34 0.075
C -2.14 1.12 0.24 0.126
C -0.62 -0.33 -0.97 0.093
C -0.79 0.80 -0.15 0.246
H -3.87 -1.36 -1.32 0.008
H -4.19 0.85 0.02 0.003
H -1.46 -1.86 -2.15 0.003
H -2.19 2.02 0.81 0.002
H 0.37 -0.68 -1.28 0.003
H 1.31 1.21 -0.12 -0.001
H 0.41 1.88 1.34 0.036
H 0.26 2.62 -0.01 0.049
C 4.05 -1.06 0.46 0.000
C 4.40 -0.64 1.87 0.000
H 4.78 -0.62 -0.25 0.000
H 4.46 -2.08 0.31 0.000
H 3.03 -0.95 0.13 0.000
H 5.28 -0.07 2.00 0.000
H 4.25 -1.44 2.59 0.000
H 3.71 0.15 2.24 0.000
```

***

(12)
The following is a DFT calculation (wB97M-V/def2-TZVPD) of 2 unconnected molecules or ions with the total composition C9H14 at a distorted geometry.

Results
**2S+1**: 2
**⟨S²⟩**: 0.770
**Frontier orbital gap (spin up / spin down)**: 0.353 / 0.203 Ha
**E_LUMO (spin up / spin down)**: -0.162 / -0.312 hartree
**Energy**: -350.9396 Ha
**Energy above the lowest of the compared OMol25 structures with the same formula, charge and spin**: 182.1 kJ/mol
**M**: 122.21 g mol⁻¹
**Total charge**: +1

Structure (XYZ):
```
23
Properties=species:S:1:pos:R:3:mulliken_spin:R:1
C -1.26 -3.43 -1.87 0.025
C -0.41 0.78 -0.97 0.170
C -0.29 0.32 -2.29 0.015
C -0.84 -0.11 0.01 0.234
C -0.62 -1.02 -2.54 0.314
C -1.08 -1.49 -0.30 0.039
C -1.00 -1.99 -1.58 0.149
H -0.10 1.83 -0.70 0.000
H 0.00 0.96 -3.10 0.005
H -1.07 0.46 0.90 0.019
H -0.55 -1.39 -3.56 0.006
H -1.26 -2.15 0.54 0.004
H -2.19 -3.22 -2.38 0.013
H -1.60 -4.20 -1.15 0.000
H -0.46 -3.87 -2.41 0.003
C 2.11 2.79 2.86 0.002
C 1.05 1.75 2.42 0.006
H 3.05 2.42 3.25 0.000
H 2.32 3.54 2.14 0.000
H 1.79 3.24 3.92 0.000
H 0.72 2.32 1.59 -0.001
H 0.25 1.69 3.03 -0.001
H 1.43 0.78 2.19 -0.002
```

***

Q: 2S+1 of number 10 (C9H14)?
A: 2